{
  "formula": "CH4N2O2S",
  "method": "ωB97M-V/def2-TZVPD",
  "elements": ["C", "N", "N", "O", "O", "S", "H", "H", "H", "H"],
  "positions_angstrom": [[-0.04662, -0.09136, -0.44402], [0.90295, 0.18412, 0.52771], [-1.16321, 0.91818, -0.39513], [-2.78602, -0.79068, -0.26868], [2.18832, 0.19490, 0.23816], [-2.54498, 0.42463, 0.48705], [0.47892, -0.04286, -1.31252], [-0.59272, -1.05358, -0.24596], [0.66889, 0.85017, 1.21910], [-0.76465, 1.85571, -0.01824]],
  "atomic_forces_ev_per_a": [[-3.95, -0.71, 1.59], [3.86, 0.31, 0.83], [1.77, 2.40, 1.45], [-1.40, -1.79, -0.17], [-1.99, -0.24, 0.19], [1.38, 0.99, -0.55], [0.90, -0.24, -2.98], [0.87, 0.54, -0.64], [-0.40, 0.54, 1.24], [-1.03, -1.81, -0.99]],
  "gap_ev": [8.2, 8.6],
  "homo_ev": [-9.3, -8.7],
  "total_energy_ev": -19007.90942
}

{
  "formula": "CH4N2O2S",
  "method": "ωB97M-V/def2-TZVPD",
  "elements": ["C", "N", "N", "O", "O", "S", "H", "H", "H", "H"],
  "positions_angstrom": [[-1.23021, 0.98553, -0.48288], [-0.38688, 1.83108, -0.17728], [-0.91950, -0.26906, 0.22920], [0.15543, -0.80473, 0.14669], [-1.81681, -0.58699, 1.00208], [2.93493, -1.62361, 0.30012], [-2.19427, 1.00623, -1.01162], [1.98364, -1.99191, -0.54726], [-0.53775, 2.68934, -0.58677], [2.01141, -1.23587, 1.12772]],
  "atomic_forces_ev_per_a": [[-0.04, -1.91, 1.26], [1.07, -0.44, 0.52], [-2.73, 5.36, -4.90], [4.75, -2.94, 0.20], [-3.76, -2.55, 4.01], [1.12, -0.38, -0.50], [0.42, 0.07, 0.12], [0.00, -0.15, -0.33], [-0.29, 2.58, -1.27], [-0.55, 0.37, 0.88]],
  "gap_ev": [8.9, 5.4],
  "multiplicity": 3,
  "homo_ev": [-8.2, -9.2],
  "total_energy_ev": -19004.56726
}

{
  "formula": "CH4N2O3",
  "method": "ωB97M-V/def2-TZVPD",
  "elements": ["C", "N", "N", "O", "O", "O", "H", "H", "H", "H"],
  "positions_angstrom": [[1.32123, -0.52474, -0.47435], [-1.15939, 0.76576, 0.12912], [1.34544, 0.56931, 0.29649], [0.45661, 0.78096, 1.20736], [2.15659, 1.44302, -0.09195], [-0.98116, -0.06636, -0.77926], [0.74175, -1.35612, -0.17026], [1.93068, -0.56953, -1.33863], [-0.99106, 1.67450, -0.07156], [-1.84981, 0.53338, 0.83992]],
  "atomic_forces_ev_per_a": [[-1.66, -0.29, 1.63], [-1.10, -4.02, -0.46], [1.08, -0.52, -2.09], [0.52, -0.61, 0.11], [-0.21, 1.26, 0.92], [0.15, 0.64, 0.14], [-0.16, -0.63, 0.51], [0.44, 0.33, -0.43], [0.50, 3.84, -0.77], [0.43, 0.00, 0.44]],
  "gap_ev": [7.6, 7.6],
  "homo_ev": [-8.6, -8.6],
  "total_energy_ev": -10216.83856
}

{
  "formula": "CH4N2O3",
  "method": "ωB97M-V/def2-TZVPD",
  "elements": ["C", "N", "N", "O", "O", "O", "H", "H", "H", "H"],
  "positions_angstrom": [[0.02418, -0.04766, -0.52881], [0.78337, 0.90441, 0.02522], [-1.43464, 0.04051, -0.21513], [-2.16470, -0.40750, -1.07647], [-1.66940, 0.68657, 0.74068], [0.39466, -1.44639, 0.91387], [0.40552, -0.26111, -1.44706], [0.52170, 1.24869, 0.95844], [1.81879, 0.99335, -0.11409], [1.32053, -1.71087, 0.74334]],
  "atomic_forces_ev_per_a": [[2.03, -0.65, 5.48], [0.80, 1.86, 0.86], [1.90, -0.21, -2.80], [-0.26, -0.15, 0.72], [-1.39, 0.63, 1.83], [-0.50, 1.13, -2.20], [-0.03, -1.72, -2.67], [-0.11, -0.49, -0.70], [-1.80, -0.57, -0.37], [-0.62, 0.18, -0.17]],
  "gap_ev": [8.8, 8.8],
  "homo_ev": [-9.6, -9.6],
  "total_energy_ev": -10218.94861
}

{
  "formula": "CH4N2O3",
  "method": "ωB97M-V/def2-TZVPD",
  "elements": ["O", "C", "N", "O", "N", "O", "H", "H", "H", "H"],
  "positions_angstrom": [[-0.47692, -2.01121, -0.78097], [-0.09705, -0.87111, -0.30741], [0.77211, -0.06623, -1.03514], [1.31506, 0.82538, -0.09176], [-0.83918, -0.39790, 0.72993], [-0.67758, 0.93527, 1.02595], [1.50266, -0.12459, -1.75721], [0.60586, 1.58775, -0.27742], [-1.85711, -0.72901, 0.54436], [-0.24784, 0.85164, 1.94965]],
  "atomic_forces_ev_per_a": [[1.57, 3.53, 1.67], [-1.39, -5.59, -5.55], [0.26, 0.51, 1.94], [-1.01, 3.95, -1.69], [-1.63, -1.05, -0.39], [-0.89, 0.39, 3.60], [-1.18, -1.70, 0.42], [2.95, -1.83, 1.40], [2.28, 1.00, 0.75], [-0.97, 0.78, -2.15]],
  "gap_ev": 10.3,
  "homo_ev": -9.8,
  "total_energy_ev": -10219.89674,
  "smiles": "O=C(NO)NO"
}

{
  "formula": "CH4N2O3",
  "method": "ωB97M-V/def2-TZVPD",
  "elements": ["C", "N", "N", "O", "O", "O", "H", "H", "H", "H"],
  "positions_angstrom": [[-1.30512, -0.19218, -0.22506], [-0.33048, 0.67052, 0.21892], [2.21136, -0.28576, 0.06797], [1.22460, -0.76070, 0.59478], [3.35335, -0.50715, -0.20509], [0.06530, 1.59782, -0.47387], [-0.99883, -1.16299, -0.66200], [-2.03847, -0.41387, 0.48208], [-1.99174, 0.24968, -0.95365], [-0.18998, 0.80462, 1.15591]],
  "atomic_forces_ev_per_a": [[-2.16, -1.91, -2.42], [-1.45, 0.77, -0.61], [-1.26, 1.70, -0.40], [3.87, -1.67, -0.36], [-1.21, -1.18, 0.92], [1.43, 1.92, -2.04], [0.48, 0.50, 0.26], [-0.70, -0.58, 2.04], [0.75, 0.48, -0.44], [0.24, -0.05, 3.06]],
  "gap_ev": [10.0, 6.9],
  "homo_ev": [-9.7, -7.9],
  "total_energy_ev": -10217.26483
}

{
  "formula": "CH4N2O3P",
  "method": "ωB97M-V/def2-TZVPD",
  "elements": ["H", "N", "N", "P", "O", "O", "O", "C", "H", "H", "H"],
  "positions_angstrom": [[-0.25699, -2.90734, 0.21144], [-0.12741, -1.87553, 0.04433], [1.08614, -1.67186, 0.33571], [1.30719, 0.14151, 0.02432], [1.19598, 0.78310, 1.39885], [2.48719, 0.35631, -0.84990], [-0.07239, 0.50500, -0.83489], [-1.21841, 1.03898, -0.22897], [-1.57387, 1.97059, -0.73889], [-1.00410, 1.46038, 0.67244], [-1.82333, 0.19886, -0.03444]],
  "atomic_forces_ev_per_a": [[-0.23, 0.50, -0.03], [1.76, -1.77, 0.84], [-2.07, 1.69, -1.21], [-0.28, 1.32, 1.61], [0.02, -0.93, -1.43], [-0.44, -0.56, -0.01], [1.60, 0.24, -0.37], [0.73, 0.57, -1.63], [-0.33, -1.34, -0.58], [1.03, 0.82, 3.03], [-1.80, -0.54, -0.22]],
  "gap_ev": 9.0,
  "total_charge": -1,
  "homo_ev": -4.8,
  "total_energy_ev": -19515.49254,
  "smiles": "[H]/N=N/[P@@](=O)([O-])OC"
}

{
  "formula": "CH4N2O3S",
  "method": "ωB97M-V/def2-TZVPD",
  "elements": ["C", "N", "N", "O", "O", "O", "S", "H", "H", "H", "H"],
  "positions_angstrom": [[-0.55278, 0.94651, -1.43213], [0.72390, -0.08186, 2.76834], [0.06812, 0.75097, 2.43046], [1.33617, -0.93549, 3.20003], [1.46638, -0.76312, -0.62687], [-0.89626, -1.37872, -0.42482], [0.17320, -0.16616, -0.17709], [0.02437, 1.81554, -1.20381], [-0.41589, 0.73452, -2.48114], [-1.59671, 1.08810, -1.22229], [-0.33049, -2.01029, -0.83067]],
  "atomic_forces_ev_per_a": [[1.04, -0.24, 0.37], [-2.32, 2.84, -0.25], [-0.22, 0.81, 0.13], [2.59, -3.36, 1.21], [-1.02, 0.93, 0.12], [-0.90, 0.79, 0.90], [0.21, -0.76, -1.81], [0.06, 1.14, -0.04], [0.24, -0.69, -0.19], [-0.39, 0.05, 0.38], [0.71, -1.52, -0.83]],
  "gap_ev": 10.4,
  "homo_ev": -9.5,
  "total_energy_ev": -21056.46452
}

{
  "formula": "CH4N2O4",
  "method": "ωB97M-V/def2-TZVPD",
  "elements": ["C", "O", "O", "O", "H", "H", "N", "N", "O", "H", "H"],
  "positions_angstrom": [[0.65029, -0.85049, 0.09056], [1.00212, -1.77877, -0.84843], [0.92580, -1.39797, 1.30549], [1.06007, 0.42317, -0.12193], [0.84296, -0.69098, 1.95603], [1.09721, -1.30712, -1.68469], [-1.31198, 1.56467, -0.16523], [-0.64984, 0.60929, -0.73572], [-0.85754, -0.55369, 0.01100], [-1.29040, 2.45200, -0.64619], [-1.46870, 1.52988, 0.83911]],
  "atomic_forces_ev_per_a": [[-0.17, 0.25, -0.03], [-0.10, 0.16, 0.12], [-0.11, 0.06, -0.16], [-0.67, -0.17, -0.11], [0.02, -0.01, -0.06], [0.01, 0.02, 0.05], [0.22, -0.15, 0.03], [0.29, -0.29, 0.44], [0.44, 0.31, -0.16], [0.01, -0.10, 0.02], [0.05, -0.07, -0.13]],
  "gap_ev": [10.0, 10.0],
  "homo_ev": [-9.8, -9.8],
  "total_energy_ev": -12268.03358
}

{
  "formula": "CH4N2OS",
  "method": "ωB97M-V/def2-TZVPD",
  "elements": ["N", "S", "C", "N", "O", "H", "H", "H", "H"],
  "positions_angstrom": [[-0.95999, 1.57730, -1.18413], [-0.52919, 1.15897, 0.46233], [0.35638, -0.56594, 0.10760], [0.64380, -1.14987, 1.26663], [0.71499, -0.89388, -0.99280], [-1.81846, 1.24277, -1.48664], [-0.20600, 1.17570, -1.74113], [1.23009, -1.90835, 1.50267], [0.56838, -0.63668, 2.06546]],
  "atomic_forces_ev_per_a": [[2.89, 0.61, 1.69], [0.05, -1.48, -1.83], [0.26, 1.76, -0.59], [-0.15, -1.00, -0.15], [-0.78, 0.10, 0.23], [-1.84, -1.07, -0.27], [-0.24, 0.21, -0.22], [0.77, -1.15, -1.19], [-0.94, 2.01, 2.32]],
  "gap_ev": 9.7,
  "homo_ev": -9.1,
  "total_energy_ev": -16964.46982,
  "smiles": "NSC(N)=O"
}